The following is a quantum chemistry calculation of 14 unconnected molecules or ions with the total composition C45H77N8O6S5 in a non-equilibrium geometry, from the Open Molecules 2025 dataset.

Charge: -1
E: -4640.88075 Eh
Max |F|: 0.0759 hartree/bohr

Structure (XYZ):
```
141
Properties=species:S:1:pos:R:3:forces:R:3
C -1.0382 0.9299 -0.9197 1.18 -1.36 0.68
C -0.5921 -0.0207 0.2647 0.58 0.83 2.59
C 0.4290 -1.1132 -0.0887 0.18 0.65 -1.46
O -0.1892 0.6565 1.4077 -0.44 0.03 -0.88
H -1.9155 1.5325 -0.6846 0.10 -0.12 0.22
H -1.2316 0.2823 -1.7749 -0.19 0.22 -0.43
H -0.1718 1.5624 -1.1132 -0.06 0.26 -0.22
H -1.4415 -0.6684 0.4820 -1.23 -0.16 0.07
H 0.0443 -1.4419 -1.0541 0.54 -0.78 -0.43
H 0.5563 -1.9627 0.5824 -0.72 0.18 0.33
H 1.4420 -0.7234 -0.1891 0.10 0.36 -0.30
C 2.1821 5.5847 -5.9280 -0.33 0.29 -0.48
S 1.5819 5.7098 -7.6975 1.62 -1.26 -0.06
O 1.0682 4.3261 -8.0411 -0.20 1.50 0.39
C 0.2503 6.9394 -7.5761 -0.10 -1.67 0.96
H 2.5006 6.5625 -5.5665 -0.21 0.10 -0.04
H 3.0707 4.9535 -5.9221 -0.10 -0.06 -0.46
H 1.4650 5.1199 -5.2513 -0.30 0.17 -0.22
H -0.5126 6.3039 -7.1263 -0.54 0.48 0.13
H -0.0791 7.2682 -8.5617 0.39 0.13 0.19
H 0.6002 7.6834 -6.8604 -0.23 0.27 -0.37
C -2.5612 -6.4310 0.6299 0.60 0.01 -0.10
S -2.4021 -8.3206 0.7298 2.09 1.33 2.48
O -0.9155 -8.6397 1.0512 -2.99 0.69 -0.79
C -3.2961 -8.4804 2.3876 0.17 -1.18 -0.84
H -3.5642 -6.0187 0.5198 -0.27 -0.68 -0.27
H -1.9462 -6.0933 -0.2042 -0.16 -0.35 -0.30
H -2.1482 -5.8628 1.4634 0.21 -0.74 0.52
H -3.2993 -9.5567 2.5596 0.05 -0.19 -0.18
H -4.3495 -8.2156 2.2965 0.15 0.46 -0.01
H -2.7861 -8.0953 3.2706 0.12 0.69 -0.51
C 4.9728 -8.0773 -4.1736 -0.43 0.96 0.62
S 4.8109 -8.1631 -2.3005 -3.00 -2.25 -1.10
O 3.9558 -9.4508 -2.1024 1.90 2.07 0.01
C 3.5430 -6.8073 -2.1627 0.65 0.42 -0.48
H 5.6908 -8.7601 -4.6278 0.09 0.02 0.57
H 5.2076 -7.0341 -4.3850 0.44 -0.03 -0.16
H 3.9957 -8.2370 -4.6296 -0.14 -0.29 0.37
H 3.8137 -6.0171 -2.8630 0.09 0.03 -0.10
H 3.5248 -6.3267 -1.1845 0.14 -0.52 0.15
H 2.5492 -7.1641 -2.4330 0.24 -0.42 0.09
C 3.5962 -8.0297 6.3287 -0.09 0.80 -0.55
S 3.2706 -7.1140 4.7345 0.35 -1.83 -0.90
O 3.1656 -8.2246 3.6895 -0.11 1.56 1.26
C 1.5978 -6.4252 5.0676 0.89 -1.07 1.33
H 4.5041 -8.6226 6.2181 -0.16 -0.01 -0.51
H 2.7562 -8.6773 6.5799 0.00 0.19 0.10
H 3.8500 -7.2713 7.0694 -0.46 -0.03 0.26
H 0.8994 -7.2559 4.9662 -0.25 0.35 -0.87
H 1.4585 -5.4709 4.5596 -0.23 -0.51 -0.23
H 1.5982 -6.2881 6.1489 0.08 0.58 0.12
C -5.2540 5.0565 2.2017 0.33 0.65 -0.30
S -6.2953 5.9316 0.9352 -1.11 -0.65 0.35
O -7.7376 5.5603 1.2162 1.24 0.46 -0.13
C -6.1027 7.7040 1.3395 0.25 -0.45 0.91
H -5.4646 3.9928 2.0907 -0.30 0.17 -0.06
H -5.3314 5.3659 3.2440 -0.56 0.14 -0.11
H -4.2064 5.1889 1.9312 0.03 0.11 -0.26
H -6.6404 7.9418 2.2573 -0.08 -0.23 0.07
H -6.4945 8.3524 0.5558 0.17 -0.42 -0.22
H -5.0414 7.8646 1.5291 0.06 0.21 -0.25
N 3.9206 -0.3292 -6.4382 -0.28 0.10 1.28
C 3.8088 -0.5679 -5.1033 -1.68 0.85 0.71
C 4.8889 -1.2607 -4.6841 -1.44 0.11 3.15
C 5.6705 -1.5363 -5.7310 1.42 0.38 -3.40
C 5.0935 -0.8653 -6.8469 0.93 -1.44 -0.37
H 3.2269 0.2249 -6.9196 0.49 -0.24 -0.34
H 2.9453 -0.2735 -4.5253 0.05 0.23 -0.19
H 5.1088 -1.5185 -3.6587 -0.25 -0.15 -0.03
H 6.5261 -2.1731 -5.5610 0.32 0.27 -0.97
H 5.2963 -0.8464 -7.9075 0.42 -0.11 0.17
N 4.7344 3.3212 1.3743 0.78 0.48 -0.38
C 5.3336 3.5528 0.1455 -0.89 -0.99 0.84
C 6.3307 4.4381 0.3755 0.86 0.27 -2.54
C 6.4049 4.7980 1.6965 -1.30 -0.23 2.04
C 5.3713 4.0825 2.3333 -0.09 0.06 -0.72
H 4.0155 2.6428 1.5817 0.03 0.19 -0.19
H 5.0524 3.0230 -0.7526 -0.09 0.09 0.17
H 6.9450 4.8174 -0.4278 0.15 0.03 0.10
H 7.0862 5.5504 2.0654 -0.21 -0.20 0.40
H 4.8748 4.0637 3.2922 0.66 0.27 0.26
N 0.6034 6.9065 -0.2071 0.22 0.81 -1.37
C 1.6193 7.7774 0.0649 1.02 -0.14 1.22
C 1.3761 9.0234 -0.4956 0.47 -0.58 1.49
C 0.1713 8.9019 -1.1494 -1.83 -2.01 -1.81
C -0.2291 7.5501 -1.0717 -0.64 1.38 0.04
H 0.5254 5.9207 -0.0015 0.40 0.22 0.07
H 2.4358 7.4241 0.6772 -0.01 0.24 0.07
H 1.8633 9.9608 -0.2713 0.40 -0.29 -0.16
H -0.3355 9.6027 -1.7963 0.07 0.16 0.19
H -1.0166 7.0248 -1.5916 -0.10 0.13 0.25
N -3.1223 -3.8749 -5.4859 0.29 -2.19 -0.52
C -3.6193 -5.0788 -5.9443 -0.39 -0.50 -0.04
C -2.5684 -5.9613 -6.1967 -2.32 0.13 -0.49
C -1.4032 -5.2859 -5.9800 1.19 2.67 1.73
C -1.7586 -4.0110 -5.4449 0.31 -0.19 -0.51
H -3.6960 -3.1398 -5.0979 0.40 -0.06 -0.14
H -4.6773 -5.2344 -6.0953 0.06 0.06 0.17
H -2.6447 -6.9890 -6.5200 -0.21 0.15 -0.13
H -0.4142 -5.6961 -6.1213 0.03 0.30 0.20
H -1.2522 -3.1556 -5.0229 0.64 -0.34 -0.24
N 2.9964 -0.1065 6.3024 -0.11 -0.85 -1.82
C 2.7894 0.3096 7.5548 0.11 0.86 2.02
C 3.5784 -0.4150 8.4264 0.41 -0.57 -1.29
C 4.3090 -1.3305 7.5746 -0.42 -0.46 0.76
C 3.8712 -1.1585 6.2975 0.35 0.25 0.08
H 2.4838 0.1155 5.4609 -0.10 0.40 0.37
H 2.2291 1.1930 7.8232 -0.31 -0.18 -0.36
H 3.6100 -0.3298 9.5026 0.10 0.13 -0.17
H 4.9883 -2.1325 7.8232 0.03 0.19 0.35
H 4.1392 -1.7027 5.4039 -0.12 0.22 0.01
N -5.7032 0.1882 -7.8411 1.14 0.30 0.28
C -6.2631 0.7056 -6.7120 -0.70 0.37 0.27
C -5.4004 1.6429 -6.1671 -0.87 -0.79 -0.20
C -4.2485 1.6413 -6.9897 0.44 1.10 1.29
C -4.4413 0.7409 -7.9581 -0.31 -1.38 -2.08
H -6.0897 -0.4595 -8.5128 -0.03 0.14 0.48
H -7.2482 0.3639 -6.4303 0.05 0.24 0.19
H -5.5768 2.2370 -5.2826 0.01 -0.12 -0.09
H -3.3884 2.2673 -6.8027 0.09 -0.22 -0.24
H -3.8339 0.3800 -8.7749 0.20 0.32 0.10
N -3.6263 -1.4973 5.2289 0.93 0.02 0.48
C -4.7932 -1.8896 4.7011 -0.96 -0.33 -0.52
C -5.4741 -2.6162 5.6499 -0.56 0.15 -0.40
C -4.6777 -2.6656 6.7940 1.39 0.52 0.68
C -3.4922 -1.9640 6.5259 -0.86 -0.35 -0.78
H -2.9392 -0.9907 4.6892 0.08 -0.11 0.27
H -5.0485 -1.6560 3.6781 -0.01 0.07 0.14
H -6.4697 -3.0288 5.5796 0.11 0.02 -0.21
H -4.9716 -3.1339 7.7218 0.27 0.00 0.00
H -2.5396 -1.8371 7.0186 -0.33 0.03 0.27
N -1.1074 4.9147 5.8368 1.39 0.99 0.75
C -1.8323 4.6491 6.9753 -0.87 0.52 -1.12
C -2.0651 5.8700 7.5586 -1.02 -1.04 1.44
C -1.3148 6.8605 6.9611 1.24 -0.12 -1.66
C -0.6480 6.2404 5.8852 -1.44 -0.39 0.34
H -0.8691 4.2856 5.0834 0.10 -0.12 0.42
H -2.2586 3.6859 7.2138 0.05 0.08 -0.29
H -2.8183 6.0521 8.3109 0.32 -0.18 0.37
H -1.3186 7.8742 7.3337 0.37 0.04 -0.46
H 0.0282 6.5753 5.1126 -0.14 0.18 0.16
```
Positions in Å, forces in eV/Å.